Record 1
This record from the OMol25 dataset describes a structure of composition C9H4BiCl2N2O3Rh at a distorted geometry. The level of theory is wB97M-V/def2-TZVPD.

Structure (ORCA input):
```
! wB97M-V def2-TZVPD RIJCOSX def2/J DEFGRID3
* xyz 4 5
Rh -1.2224 -0.7459 -4.3473
Bi 1.6925 0.5773 -0.9835
Cl -2.1097 -2.1537 -2.7452
Cl -0.4639 1.6766 -1.6377
C 1.6592 2.8295 0.1818
C -0.6521 -2.0089 -5.5713
C -0.2858 0.7021 -4.9637
O 1.1227 3.8433 0.1996
O -0.2944 -2.8783 -6.2662
O 0.4622 1.5870 -5.2473
N -0.9095 0.1071 5.9029
C -0.5894 -0.0442 4.7849
C -0.2202 -0.2097 3.4005
C 1.0543 -0.6879 3.0832
C 1.4231 -0.7762 1.7579
N 0.5645 -0.3528 0.7765
C -0.7405 -0.0498 1.0949
C -1.1361 0.0928 2.3952
H 1.7720 -0.9734 3.8697
H 2.4010 -1.1001 1.3999
H -1.3910 0.1339 0.2456
H -2.1366 0.4314 2.6694
*
```

The orbital gap (alpha / beta) comes out at 4.6 / 3.9 eV. The value obtained for the HOMO energy (alpha / beta) is -0.787 / -0.864 hartree.



Record 2
This record from the OMol25 dataset describes a structure of composition C9H4BiCl2N2O3Sc at a distorted geometry. The level of theory is wB97M-V/def2-TZVPD.

Structure (ORCA input):
```
! wB97M-V def2-TZVPD RIJCOSX def2/J DEFGRID3
* xyz 4 1
Bi 1.1099 0.0782 -4.4556
Sc -1.0360 0.1597 -0.9158
Cl -1.1020 -1.8341 -2.2851
Cl -2.5687 1.8274 -1.3030
C 1.0214 1.0951 -1.3811
C 0.4403 -1.9579 -5.2993
C 0.8515 1.4217 -6.1612
O 2.0210 1.6537 -1.2105
O 0.2455 -3.0946 -5.3125
O 0.9109 2.3890 -6.8166
N 0.0588 -0.1541 6.3720
C 0.0067 -0.1696 5.2065
C -0.1065 -0.1667 3.7668
C 1.0371 -0.2826 2.9720
C 0.9422 -0.2509 1.5886
N -0.2833 -0.1109 1.0159
C -1.4084 0.0043 1.7704
C -1.3469 -0.0121 3.1519
H 2.0195 -0.4248 3.4144
H 1.8013 -0.3484 0.9108
H -2.3624 0.0858 1.2287
H -2.2518 0.0919 3.7425
*
```

The orbital gap (alpha / beta) comes out at 6.0 / 4.7 eV. The value obtained for the HOMO energy (alpha / beta) is -0.857 / -0.857 hartree.



Record 3
This record from the OMol25 dataset describes a cluster of 17 separate species, C9H50NO17 in total at a distorted geometry. The level of theory is wB97M-V/def2-TZVPD.

Structure (ORCA input):
```
! wB97M-V def2-TZVPD RIJCOSX def2/J DEFGRID3
* xyz -1 1
C -22.7490 -6.9897 31.0716
C -23.5375 -7.4852 29.8199
C -22.8247 -8.7999 29.3830
C -23.7245 -9.6933 28.4730
C -25.0676 -9.9432 29.1637
C -25.8665 -8.7061 29.5967
N -24.9918 -7.6535 30.2721
O -25.7165 -6.4707 30.9105
C -26.8724 -9.3598 30.7017
C -26.6377 -8.2359 28.3853
C -23.3487 -6.5912 28.5763
H -22.9897 -5.9455 31.2711
H -21.6877 -7.1426 30.8762
H -22.9453 -7.6828 31.8897
H -22.5212 -9.3615 30.2665
H -21.8817 -8.7054 28.8446
H -23.1489 -10.5019 28.0226
H -23.8429 -8.9677 27.6682
H -24.8191 -10.6388 29.9653
H -25.6316 -10.5548 28.4595
H -27.3127 -10.3007 30.3715
H -27.7101 -8.6715 30.8141
H -26.5583 -9.4293 31.7431
H -27.2948 -7.4393 28.7342
H -27.1747 -9.0427 27.8864
H -25.8827 -7.8363 27.7082
H -23.8254 -6.9180 27.6522
H -22.2925 -6.4968 28.3242
H -23.8637 -5.6451 28.7430
O -22.0722 -9.8047 33.8969
H -22.6277 -10.2966 34.5016
H -22.5924 -9.0354 33.6649
O -23.4862 -13.1691 29.2092
H -24.4257 -13.0024 29.2842
H -23.1245 -12.8867 30.0492
O -21.5777 -4.0858 32.7209
H -22.2415 -3.9480 33.3967
H -21.3082 -4.9976 32.8316
O -24.7598 -3.6631 31.7589
H -24.3157 -3.1049 31.1206
H -25.0718 -4.4102 31.2483
O -30.3526 -7.7856 29.5682
H -30.1750 -8.1900 30.4174
H -30.6011 -6.8854 29.7784
O -27.8289 -7.8713 33.2081
H -27.5032 -8.3335 33.9804
H -27.2110 -8.0995 32.5135
O -30.3314 -9.0445 32.3079
H -30.1873 -9.7447 32.9444
H -29.5592 -8.4846 32.3881
O -24.6521 -6.4692 33.6410
H -24.6956 -6.9582 32.8193
H -24.9437 -5.5870 33.4111
O -21.5731 -9.1208 25.8904
H -22.4369 -8.7701 26.1073
H -20.9873 -8.3655 25.9428
O -24.0274 -11.8832 26.3198
H -23.4210 -11.9950 27.0519
H -24.8575 -12.2364 26.6396
O -20.0263 -6.6914 25.7256
H -19.6037 -6.0616 25.1417
H -19.9492 -6.3009 26.5961
O -20.1194 -10.7934 27.5133
H -19.8750 -10.1604 28.1884
H -20.6768 -10.2996 26.9118
O -19.5528 -5.5991 28.4440
H -20.1364 -5.2853 29.1348
H -19.2853 -4.8071 27.9777
O -27.4358 -8.9748 24.9564
H -26.5119 -8.8118 24.7663
H -27.5464 -8.6970 25.8656
O -28.0443 -5.0886 30.0338
H -27.2740 -5.5547 30.3588
H -28.0813 -5.3063 29.1024
O -23.7481 -2.5378 29.4800
H -23.8474 -3.1846 28.7814
H -23.2526 -1.8243 29.0778
*
```

The orbital gap comes out at 5.3 eV. The value obtained for the HOMO energy is -0.135 hartree.



Record 4
This record from the OMol25 dataset describes a cluster of 21 separate species, C9H56ClFNO23S in total at a distorted geometry. The level of theory is wB97M-V/def2-TZVPD.

Structure (ORCA input):
```
! wB97M-V def2-TZVPD RIJCOSX def2/J DEFGRID3
* xyz 0 2
C 4.0546 -0.4865 1.3761
C 2.8864 0.1308 0.4305
C 3.3036 1.6501 0.1783
C 1.5727 0.1054 1.3291
C 0.2508 0.4231 0.4883
Cl -0.0253 2.1907 0.1374
S -1.2204 -0.1322 1.5358
O -1.1441 -1.5841 1.9141
O -2.4533 0.2211 0.7122
F -1.1421 0.8194 2.9279
C 0.2493 -0.5318 -0.7904
C 1.6163 -0.5951 -1.5988
C 1.6211 0.6058 -2.6591
C 1.5232 -1.9470 -2.4856
N 2.8465 -0.7275 -0.7783
O 3.9470 -0.6430 -1.4808
H 3.7897 -0.4257 2.4780
H 4.1559 -1.5928 1.0885
H 5.0654 -0.0160 1.1340
H 2.9179 2.1085 -0.7822
H 4.4430 1.7638 0.1575
H 2.9471 2.2888 1.0667
H 1.4271 -0.9296 1.7902
H 1.6344 0.9010 2.1486
H -0.0530 -1.5735 -0.4569
H -0.5626 -0.1643 -1.5074
H 1.2671 0.1752 -3.6650
H 0.8426 1.3925 -2.3833
H 2.6326 1.0827 -2.8343
H 2.4049 -2.0001 -3.2129
H 0.5238 -2.0401 -3.0183
H 1.7054 -2.8016 -1.7402
O -2.0838 3.6827 2.2842
H -2.2793 3.0333 2.9711
H -1.7821 3.1465 1.5388
O -2.3286 1.4149 -2.3699
H -2.4225 0.7630 -1.6646
H -3.1753 1.8843 -2.3666
O 1.6377 -0.7139 4.1978
H 1.5410 -1.3675 4.8980
H 0.7878 -0.2598 4.1904
O -4.9945 2.0433 -0.5548
H -4.7476 1.2695 -0.0332
H -4.6667 2.7892 -0.0332
O 0.0613 -4.5941 1.6564
H -0.4912 -5.2732 1.2465
H -0.4557 -3.7835 1.5638
O -2.9201 5.8410 4.3202
H -2.1988 6.1691 4.8696
H -2.5203 5.1239 3.8104
O -0.7818 -2.9873 -4.0749
H -0.9812 -2.8493 -5.0121
H -1.5226 -3.5132 -3.7516
O -5.1511 3.0166 2.0556
H -5.8113 2.4030 2.3980
H -5.0224 3.6491 2.7738
O -0.4157 0.2201 -4.8266
H -0.8439 -0.6291 -4.6516
H -1.1504 0.8213 -5.0006
O -0.2154 -0.2544 6.0950
H -0.3148 -0.9090 6.7974
H -1.0655 0.2002 6.0829
O 3.0351 3.9366 2.9496
H 2.3078 4.4838 2.6283
H 3.7431 4.5680 3.1249
O -4.5022 3.2563 -3.3089
H -4.7200 3.3877 -4.2395
H -5.2289 2.7168 -2.9701
O -7.8476 2.7856 0.2444
H -7.0464 2.6313 -0.2777
H -7.8115 2.1118 0.9317
O -2.2882 -1.0417 8.1659
H -2.3844 -1.6977 8.8669
H -3.1389 -0.5867 8.1528
O -1.5537 -3.5957 -6.9096
H -1.4093 -4.5286 -7.1087
H -1.9460 -3.2407 -7.7164
O 7.0066 -1.0711 -1.6606
H 7.1705 -0.5023 -2.4227
H 6.0548 -1.2231 -1.6850
O -1.1626 -7.5235 0.5491
H -1.3509 -8.1669 1.2429
H -0.8661 -8.0609 -0.1950
O 6.2399 2.3703 -0.6036
H 6.4250 1.5270 -1.0395
H 7.1135 2.7447 -0.4372
O 5.5195 -1.4651 -4.1277
H 5.1328 -1.5793 -3.2511
H 5.5304 -2.3571 -4.4941
O -2.7269 -2.6317 -2.1236
H -3.4034 -3.2408 -1.8021
H -2.6050 -2.0117 -1.3937
*
```

The orbital gap (alpha / beta) comes out at 8.3 / 9.3 eV. The value obtained for the HOMO energy (alpha / beta) is -0.320 / -0.358 hartree.